DFT (ωB97M-V/def2-TZVPD) results for an isolated ion of composition C15H19ClIN2O4 and charge +1.

Summary:
SMILES: COCCCCOC(=O)c1cc(CCCCl)[n+](OC#N)cc1I
2S+1: 1
E (eV): -47645.41682
Net charge: +1
HOMO (eV): -11.7661
Maximum force (eV Å⁻¹): 0.98
LUMO level (hartree): -0.1920
HOMO-LUMO gap (Eh): 0.240

Last column: natural (NBO) charge in e.
Atoms and positions in Å:
C 6.48009 -0.23383 1.59320  -0.247
O 6.73020 0.11343 0.24989  -0.533
C 5.76797 -0.42682 -0.64176  -0.058
C 4.58815 0.53765 -0.86256  -0.442
C 3.26994 -0.02090 -0.32515  -0.433
C 2.03286 0.54780 -1.02449  -0.063
O 1.32330 -0.49893 -1.75306  -0.510
C 0.01809 -0.27433 -1.88307  0.779
O -0.47245 -0.00871 -2.93262  -0.481
C -0.95263 -0.35051 -0.70778  -0.062
C -2.07321 0.45508 -0.87764  -0.179
C -3.09605 0.49523 0.06749  0.295
C -4.33308 1.31156 -0.11425  -0.459
C -5.33658 0.55547 -1.01333  -0.402
C -6.09442 -0.55047 -0.28786  -0.381
Cl -5.18181 -2.07625 -0.25239  -0.060
N -2.94332 -0.26164 1.16460  0.012
O -3.94175 -0.25855 2.14754  -0.278
C -3.54094 0.42063 3.20051  0.461
N -3.28035 1.04589 4.11825  -0.253
C -1.88959 -1.07612 1.37536  0.030
C -0.86409 -1.14177 0.44927  -0.182
I 0.65309 -2.51003 0.85131  0.323
H 5.44102 -0.02185 1.86330  0.148
H 7.13374 0.35636 2.22156  0.204
H 6.66085 -1.29597 1.77024  0.169
H 6.25903 -0.67302 -1.57751  0.200
H 5.41370 -1.36499 -0.21080  0.157
H 4.85764 1.45148 -0.34070  0.230
H 4.48447 0.78501 -1.91579  0.211
H 3.24713 -1.09436 -0.47428  0.222
H 3.16178 0.13987 0.74420  0.215
H 1.34075 0.99747 -0.31049  0.168
H 2.32810 1.32747 -1.71953  0.205
H -2.16230 1.06498 -1.75983  0.283
H -4.08634 2.24076 -0.61880  0.262
H -4.79114 1.56564 0.83363  0.244
H -4.79463 0.10999 -1.84203  0.227
H -6.07449 1.24981 -1.39986  0.246
H -6.36357 -0.24122 0.71581  0.216
H -7.03132 -0.72980 -0.80012  0.241
H -1.88785 -1.66151 2.27949  0.274